# 1
Below is 2 unconnected molecules or ions with the total composition C5H8O, with properties calculated with ωB97M-V/def2-TZVPD.

```
14
Properties=species:S:1:pos:R:3:forces:R:3
C 1.29101 -1.33437 0.14127 0.017 -0.040 -0.007
C 0.36236 -0.22270 -0.23149 -0.025 -0.027 0.002
C -0.68313 -0.24202 -1.07023 0.055 0.079 0.096
C -1.32379 1.09581 -1.05834 -0.029 -0.113 -0.060
O -0.49396 1.84552 -0.14228 0.160 0.008 0.099
C 0.49733 1.14234 0.36392 -0.221 -0.088 -0.343
H 2.33375 -1.02747 0.01192 -0.152 -0.018 0.006
H 1.11059 -2.23379 -0.45483 0.019 0.141 0.076
H 1.16396 -1.58991 1.19953 0.023 0.056 -0.150
H -1.04546 -1.07421 -1.66567 0.053 0.119 0.098
H -2.34438 1.09241 -0.66117 0.105 0.001 -0.055
H -1.31948 1.61862 -2.01992 0.015 -0.078 0.098
H 0.06098 0.27568 3.24027 0.009 0.014 -0.021
H 0.33803 0.64942 2.65323 -0.028 -0.054 0.161
```
Positions in Å, forces in eV/Å.

Properties
- highest occupied orbital energy (hartree) = -0.312
- spin multiplicity = 1
- LUMO level (Ha) = 0.012
- orbital gap (eV) = 8.821
- energy above the lowest of the compared OMol25 structures with the same formula, charge and spin (eV) = 3.866

=====

# 2
Below is a molecular structure, C59H46FGeMnNOP3S, with properties calculated with ωB97M-V/def2-TZVPD.

```
114
Properties=species:S:1:pos:R:3:forces:R:3
Mn 0.03724 -0.10509 -0.09080 0.531 -0.077 0.299
F -2.79459 1.98491 -4.18420 0.038 -0.063 0.132
Ge -1.87393 1.45767 -2.77026 0.078 -0.012 0.236
C -0.71555 0.15526 -3.65534 0.131 0.059 -0.323
C -0.29512 0.65255 -4.89139 0.039 -0.096 -0.019
C 0.47742 -0.11121 -5.75519 -0.079 0.093 0.036
C 0.82403 -1.40131 -5.40636 0.017 -0.075 0.044
C 0.41512 -1.91713 -4.18685 0.052 -0.017 -0.006
C -0.33352 -1.14606 -3.30493 -0.125 -0.115 0.027
P -0.87746 -1.81160 -1.70525 -0.078 0.110 -0.120
C 0.00767 -3.37108 -1.42779 -0.008 0.009 -0.078
C -0.68762 -4.51302 -1.05119 -0.110 -0.059 0.038
C 0.00111 -5.66737 -0.70682 0.038 0.049 -0.038
C 1.38399 -5.69173 -0.74811 0.019 0.044 -0.020
C 2.08439 -4.55812 -1.14189 -0.019 -0.028 0.003
C 1.40213 -3.40214 -1.47612 -0.001 -0.009 0.103
C -2.59803 -2.29901 -1.99439 0.034 -0.022 0.009
C -3.03594 -2.65715 -3.26564 0.019 0.066 -0.054
C -4.34511 -3.06467 -3.45737 -0.052 -0.006 0.052
C -5.21862 -3.13467 -2.38111 0.038 -0.002 -0.031
C -4.78513 -2.78758 -1.11104 0.056 -0.004 -0.026
C -3.47990 -2.36348 -0.92185 -0.087 0.010 0.000
C -3.34211 0.97735 -1.56437 -0.260 -0.153 -0.193
C -4.52225 0.70306 -2.26562 0.046 0.009 0.203
C -5.72365 0.48089 -1.60849 0.052 0.022 -0.117
C -5.77496 0.54847 -0.23066 0.062 0.029 0.030
C -4.61684 0.81138 0.48133 -0.056 -0.067 0.101
C -3.39731 1.01144 -0.16283 0.015 0.182 0.115
P -1.91902 1.26377 0.88856 -0.090 -0.246 -0.161
C -2.41430 0.51277 2.47399 -0.002 0.081 0.010
C -2.49805 -0.87539 2.55572 0.068 -0.086 -0.069
C -2.90900 -1.49214 3.72225 -0.015 0.075 0.049
C -3.23395 -0.72396 4.83282 0.022 -0.038 -0.046
C -3.14473 0.65568 4.76557 0.000 -0.013 -0.048
C -2.74128 1.27456 3.59013 -0.052 0.062 0.028
C -1.82615 3.02721 1.27222 0.003 -0.010 0.014
C -0.79469 3.45027 2.10994 0.082 -0.006 -0.024
C -0.71420 4.77232 2.50471 -0.088 0.036 -0.041
C -1.66628 5.68362 2.06277 0.065 -0.056 0.010
C -2.68520 5.26813 1.22314 0.012 -0.006 -0.024
C -2.76884 3.94126 0.82557 -0.068 0.012 -0.028
C -1.08104 3.15456 -2.22716 -0.231 0.169 -0.183
C -1.86945 4.25283 -2.57209 0.086 0.109 0.084
C -1.49840 5.54183 -2.21251 -0.090 -0.097 -0.019
C -0.34479 5.74521 -1.47986 0.042 -0.052 0.064
C 0.45777 4.66484 -1.14568 0.088 0.130 0.066
C 0.10693 3.37798 -1.53148 0.270 0.007 0.006
P 1.21569 1.96458 -1.27910 -0.174 -0.166 0.032
C 2.50190 2.52903 -0.12605 -0.044 -0.045 -0.121
C 2.46799 2.09290 1.19389 -0.239 -0.274 0.178
C 3.43692 2.50263 2.09325 0.097 0.067 0.030
C 4.45864 3.34588 1.67738 -0.091 -0.046 -0.039
C 4.51008 3.76904 0.35769 -0.027 -0.021 0.041
C 3.53744 3.36021 -0.54076 0.058 0.053 -0.003
C 2.09641 1.86662 -2.87755 -0.124 0.104 0.081
C 2.83463 0.72677 -3.17892 -0.004 -0.100 0.078
C 3.53392 0.64472 -4.36953 0.026 0.007 -0.048
C 3.49710 1.69242 -5.27734 -0.035 0.040 0.052
C 2.75311 2.82537 -4.98865 0.040 -0.072 0.009
C 2.05675 2.91336 -3.79333 -0.020 0.059 -0.021
H -0.58100 1.64940 -5.19662 -0.024 0.079 -0.014
H 0.79762 0.30292 -6.69970 0.015 0.050 -0.060
H 1.41321 -2.01121 -6.07588 0.028 -0.039 -0.053
H 0.68259 -2.93079 -3.92053 -0.007 -0.011 -0.004
H -1.77076 -4.51065 -1.02028 0.054 0.003 0.003
H -0.54701 -6.54728 -0.41062 -0.073 -0.109 0.035
H 1.91667 -6.59173 -0.48042 0.050 -0.072 0.021
H 3.16472 -4.57378 -1.18569 0.054 -0.009 0.002
H 1.95145 -2.51697 -1.76225 0.025 0.084 -0.020
H -2.36315 -2.60095 -4.11164 0.028 -0.011 -0.008
H -4.68215 -3.33036 -4.44767 -0.039 -0.031 -0.087
H -6.23752 -3.45530 -2.53597 -0.100 -0.036 -0.010
H -5.46017 -2.83348 -0.26939 -0.063 -0.001 0.053
H -3.16193 -2.06504 0.06524 0.059 -0.002 0.069
H -4.50697 0.67191 -3.34228 0.013 0.008 -0.179
H -6.61599 0.26458 -2.17852 -0.036 -0.018 -0.048
H -6.70578 0.39323 0.29370 -0.081 -0.007 0.053
H -4.66386 0.84267 1.56266 0.002 0.023 -0.028
H -2.21710 -1.49521 1.71083 -0.005 0.080 0.031
H -2.95860 -2.56924 3.76930 -0.011 -0.097 0.012
H -3.54825 -1.20229 5.74804 -0.027 -0.041 0.077
H -3.39548 1.25808 5.62547 -0.019 0.050 0.075
H -2.69424 2.35471 3.54985 0.004 -0.014 0.000
H -0.06346 2.74112 2.47813 0.032 -0.052 -0.020
H 0.08334 5.08810 3.15989 0.069 0.045 0.061
H -1.61281 6.71488 2.37612 0.014 0.107 0.028
H -3.42383 5.97427 0.87577 -0.071 0.080 -0.027
H -3.57851 3.62273 0.18088 0.009 -0.015 -0.017
H -2.77804 4.10455 -3.13402 -0.139 -0.024 -0.081
H -2.11889 6.38054 -2.49240 -0.060 0.048 -0.035
H -0.05866 6.74076 -1.17608 0.028 0.097 0.029
H 1.37540 4.83277 -0.59390 -0.059 -0.015 -0.015
H 1.70094 1.38730 1.53332 0.196 0.265 -0.135
H 3.40234 2.15106 3.11368 0.003 -0.022 0.099
H 5.21854 3.66156 2.37510 0.078 0.027 0.083
H 5.30883 4.41361 0.02441 0.083 0.065 -0.024
H 3.59483 3.68684 -1.57081 -0.020 -0.003 -0.049
H 2.85296 -0.09522 -2.47636 -0.010 -0.013 0.029
H 4.10157 -0.24556 -4.59450 0.067 -0.094 -0.032
H 4.04166 1.62558 -6.20617 0.066 -0.015 -0.109
H 2.71330 3.64404 -5.69025 0.008 0.093 -0.084
H 1.48159 3.80498 -3.58494 -0.043 0.032 0.027
O 2.08626 -0.55987 -0.36079 -0.171 -0.043 -0.016
N 2.78773 -1.24891 0.53288 0.072 0.052 -0.195
C 4.09767 -1.43104 0.24924 0.087 -0.099 0.134
C 4.90391 -2.14603 1.08942 -0.100 0.063 -0.050
C 4.34271 -2.67492 2.25824 0.129 0.058 -0.146
C 3.02008 -2.45914 2.52975 -0.134 0.024 0.002
C 2.19914 -1.72426 1.65453 0.137 -0.045 0.034
S 0.54635 -1.40377 1.96712 -0.108 0.072 0.073
H 4.41667 -0.96028 -0.66861 0.017 -0.031 0.012
H 5.94444 -2.28071 0.83838 0.029 -0.005 0.016
H 4.95292 -3.24083 2.94424 0.045 -0.063 0.070
H 2.56343 -2.84573 3.42674 -0.054 -0.021 0.055
```
Positions in Å, forces in eV/Å.

Properties
- highest occupied orbital energy (spin up / spin down) (hartree) = -0.366 / -0.382
- total charge = +1
- spin multiplicity = 6
- LUMO level (spin up / spin down) (Ha) = -0.068 / -0.087
- orbital gap (spin up / spin down) (eV) = 8.128 / 8.031

=====

# 3
Below is a molecular structure, C6H14O2 at a distorted geometry, with properties calculated with ωB97M-V/def2-TZVPD.

```
22
Properties=species:S:1:pos:R:3:forces:R:3
C -2.21554 -1.64150 0.62942 -1.200 1.307 -1.700
C -1.82022 -0.35296 -0.12453 -0.933 0.647 2.178
C -2.86153 0.41703 -0.56475 0.725 -1.277 1.056
C -0.07151 1.31658 -0.79525 -1.985 0.309 0.193
C -0.49842 0.16705 0.06065 2.047 -0.593 -2.657
C 0.65495 -0.58314 0.58994 -0.730 0.193 1.030
H -3.00960 -2.04832 -0.00632 0.811 -1.181 -0.333
H -2.90334 -1.39672 1.43922 0.965 0.223 0.799
H -1.32915 -2.20533 0.85900 -0.416 -0.733 0.154
H -2.89564 1.49641 -0.62154 0.190 -0.119 -0.665
H -3.76451 -0.18649 -0.57417 -0.457 0.725 -0.299
H 0.02443 2.19920 -0.16296 0.587 0.105 0.182
H 0.84410 1.18576 -1.37083 0.600 -0.153 0.570
H 0.51745 -1.45905 1.22036 -0.436 0.211 0.108
H 1.34644 0.10345 1.09140 0.345 -0.065 -0.229
H 1.22773 -0.94861 -0.27443 0.207 0.445 -0.175
H 4.42800 -0.59224 0.77578 -0.098 -0.045 0.129
H -0.88611 1.54912 -1.48089 0.098 0.093 -0.099
O 3.48321 -0.44436 0.88432 -0.174 -0.021 -0.488
H 3.70288 1.69050 -0.89301 0.161 0.277 -0.205
H 3.18043 0.40946 0.00031 0.032 0.120 0.519
O 2.84596 1.32417 -0.68169 -0.338 -0.467 -0.066
```
Positions in Å, forces in eV/Å.

Properties
- highest occupied orbital energy (hartree) = -0.271
- spin multiplicity = 1
- LUMO level (Ha) = -0.109
- orbital gap (eV) = 4.410
- energy above the lowest of the compared OMol25 structures with the same formula, charge and spin (eV) = 5.811

=====

# 4
Below is 2 unconnected molecules or ions with the total composition H4SSi at a distorted geometry, with properties calculated with ωB97M-V/def2-TZVPD.

```
6
Properties=species:S:1:pos:R:3:forces:R:3
Si 0.56684 0.13565 -0.33091 -1.496 2.185 2.299
S -1.49959 -0.53014 -0.38525 -0.362 -0.783 4.400
H 0.44369 1.64615 -0.32915 0.275 -0.549 -0.635
H 1.37397 0.07555 0.94151 -0.209 -0.884 -0.590
H 0.85880 -0.52753 -1.51615 1.306 -0.597 -1.539
H -1.74370 -0.79969 1.61994 0.486 0.628 -3.935
```
Positions in Å, forces in eV/Å.

Properties
- highest occupied orbital energy (hartree) = -0.347
- spin multiplicity = 1
- LUMO level (Ha) = -0.047
- orbital gap (eV) = 8.165
- energy above the lowest of the compared OMol25 structures with the same formula, charge and spin (eV) = 2.949